[1]
12
Properties=species:S:1:pos:R:3:forces:R:3:lowdin_charge:R:1 method="wB97M-V/def2-TZVPD" homo_energy_ev=-8.64 smiles="O=C(S)/C(=N/S)NS" lumo_ev=-0.35 spin_multiplicity=1
H -2.018571 2.454796 -0.745362 1.030 -0.040 0.265 -0.112
S 0.959073 -2.520476 1.238748 0.098 -0.004 0.943 0.839
H 0.527355 -2.538471 -0.064221 -0.001 0.458 0.756 -0.102
S -0.632643 2.539434 -0.680893 -0.521 -1.090 1.832 0.671
C 0.055657 -0.092639 0.288333 -1.048 0.336 -1.300 -0.507
N -0.331945 1.258569 0.525400 1.033 -0.645 1.798 -0.362
S -0.432973 0.109382 -2.260591 1.670 -3.776 -1.523 0.592
C 0.660877 -0.804386 1.563627 2.034 3.095 -0.429 -0.658
O 1.163746 -0.039731 2.438630 -2.209 -3.275 -2.244 -0.031
H 0.127355 -1.065130 -3.055009 -1.372 2.348 1.200 -0.050
N -0.017858 -0.792400 -0.821667 0.011 2.633 1.733 -0.412
H -0.060072 1.491054 1.573005 -0.726 -0.039 -3.031 0.133

=====

[2]
90
Properties=species:S:1:pos:R:3:forces:R:3:mulliken_spin:R:1 method="wB97M-V/def2-TZVPD" homo_energy_ev="-13.10 / -13.00" total_charge=+2 lumo_ev="-6.46 / -7.45" spin_multiplicity=2
C -3.753707 2.225750 1.526653 0.035 -0.062 0.008 -0.016
H 6.320636 -0.888047 -0.306305 -0.002 -0.003 -0.002 0.000
C 0.981527 -3.827977 -2.558924 0.121 0.019 -0.028 -0.002
C 0.409644 -3.238085 -1.429917 0.051 0.063 0.093 -0.014
C -0.894009 -5.569417 1.881716 -0.020 -0.045 -0.026 -0.001
C 4.214623 -0.680838 -0.196355 -0.002 0.069 -0.075 -0.021
C 2.093703 0.447512 5.002572 -0.013 -0.002 -0.025 0.003
C -2.841107 1.625718 -0.466810 -0.057 -0.208 -0.012 0.033
H -6.203537 4.600780 -0.678706 0.004 0.004 0.002 0.000
H 4.275415 1.573191 -3.977342 0.001 -0.006 -0.003 0.001
H 1.677849 4.013138 -3.058350 -0.012 0.001 -0.014 0.001
H 0.243959 -4.197850 3.086323 -0.001 -0.008 0.003 0.000
C 1.991902 -0.196383 2.674261 0.074 0.005 0.064 -0.001
H -4.809786 4.960069 -1.706265 -0.002 0.003 -0.009 0.000
C -0.125303 -3.987415 -0.278211 -0.025 -0.114 -0.100 -0.007
H 3.658505 -2.821019 -4.079863 0.007 0.000 0.003 -0.001
H -1.685216 4.845451 2.400145 -0.009 0.006 0.003 0.000
H 0.958161 -2.831831 1.175616 0.021 0.036 -0.016 0.011
Cl -3.780528 -4.010006 -0.645829 -0.208 0.162 0.019 0.001
C 2.614474 -2.942876 -4.368646 -0.033 -0.018 -0.021 0.001
H 5.445493 -1.788579 -1.547738 -0.006 -0.001 -0.005 -0.001
H 0.008632 -0.788519 2.006690 0.108 -0.022 0.119 0.065
C 1.592920 2.991131 -2.731539 0.051 -0.017 0.067 0.033
H -5.882925 3.614596 -2.112911 0.000 0.004 -0.004 0.000
C 0.141662 2.569391 0.694591 0.012 0.051 0.003 0.051
O -3.287911 -0.981700 -0.698540 0.270 -0.234 0.000 0.265
S -1.834472 0.640067 -1.522909 0.298 0.116 -0.012 0.505
C -1.209281 4.347923 1.564804 0.022 -0.010 0.010 0.009
C -0.508464 3.168067 1.763831 0.048 0.051 -0.027 -0.005
H 0.805688 1.727499 0.902364 0.029 -0.017 0.007 -0.017
C 0.864976 2.498501 -1.657037 0.001 0.068 0.071 -0.031
C 0.294090 -3.671412 1.014336 0.048 -0.082 0.065 0.001
H 2.678228 0.767945 5.854071 -0.007 -0.003 0.008 0.000
H -4.138639 -2.606498 1.183265 0.054 0.022 0.086 0.003
H 3.354819 2.806299 -4.841019 -0.003 -0.001 0.001 0.000
C 0.721342 0.270977 5.123725 -0.011 0.000 -0.013 -0.001
C 0.618030 -0.386418 2.813602 -0.142 -0.098 -0.020 -0.031
C 1.714699 -2.841047 -3.187056 0.040 -0.058 0.062 -0.019
H -1.191970 -6.186261 2.719094 0.001 0.000 0.003 0.000
H 2.378542 -2.180386 -5.110268 0.005 0.009 0.000 -0.001
H -3.616461 2.508993 -2.129913 0.009 0.019 0.008 0.002
H 3.546076 -0.728926 -2.979564 -0.009 -0.018 0.004 0.000
B 2.594040 -0.578354 -2.283284 0.066 0.033 -0.048 -0.031
H -3.967750 0.953719 3.196244 -0.004 0.000 0.013 0.000
H -2.554691 -3.445885 1.308661 0.002 -0.018 -0.060 0.005
C -0.892784 -5.129011 -0.482246 0.072 0.015 0.001 0.001
C 5.467919 -0.858581 -0.979919 0.022 -0.012 0.030 0.001
C -2.578699 -1.705229 0.035091 -0.597 0.245 -0.256 -0.011
N 2.060159 -0.443013 0.216547 0.101 -0.063 -0.085 -0.037
C -0.014905 -0.149680 4.025430 0.050 0.047 0.026 0.016
H 0.951711 -4.871870 -2.818929 -0.005 -0.006 0.001 0.000
C 4.060302 -0.555315 1.179344 0.021 -0.051 -0.024 -0.003
H -5.325817 3.705694 1.467967 -0.007 -0.007 0.006 0.000
H 3.788649 0.374403 3.712338 0.020 0.001 -0.029 -0.001
C 3.286441 1.837811 -4.352194 0.001 0.038 0.002 -0.003
H -2.780323 2.229471 3.401074 0.008 -0.005 0.018 -0.001
H 2.501959 -3.919825 -4.832197 -0.004 0.002 0.004 0.000
C 2.698482 -0.403290 1.403325 0.060 0.042 0.101 -0.006
H -1.203090 -5.398449 -1.483864 0.011 0.013 0.019 0.000
N -3.669508 2.478184 -1.116887 -0.036 -0.006 0.027 0.024
N 1.550621 -1.695317 -2.494734 -0.150 0.075 0.054 0.011
H 2.999178 1.094653 -5.095180 -0.006 -0.008 0.005 0.001
O -1.358562 -1.503685 0.303486 0.620 -0.161 0.114 -0.009
C 2.722248 0.215397 3.791113 -0.039 0.079 0.004 -0.009
C -3.242850 -2.919201 0.652164 -0.070 -0.056 -0.001 0.031
H 4.850750 -0.589366 1.907482 -0.003 -0.021 0.026 -0.001
H -1.079105 -0.324241 4.115867 -0.017 -0.008 -0.003 0.001
C -4.617575 3.122955 0.897904 -0.037 0.007 -0.015 0.025
C -0.623425 4.314565 -0.776841 -0.023 -0.005 -0.001 0.003
N -2.866691 1.493580 0.829678 -0.083 0.030 0.007 0.041
N 1.967433 0.820736 -2.514109 0.015 0.055 0.090 0.038
C 2.297416 1.895697 -3.241205 0.020 -0.020 0.035 0.016
H -0.428357 2.728963 2.750621 0.015 -0.013 -0.007 0.000
C 0.094103 3.136223 -0.584083 0.055 0.045 -0.011 0.030
Re 0.123612 -0.230629 -0.406737 -0.926 0.797 0.267 0.125
H -1.800882 5.845641 0.146523 -0.003 0.005 -0.004 0.001
H -1.890491 -6.790533 0.426919 -0.009 0.004 0.003 0.000
N 1.078141 1.177689 -1.562805 -0.042 -0.485 -0.351 -0.095
C -5.420673 4.157525 -1.287311 -0.003 -0.005 0.032 0.001
C -3.769691 2.008147 2.997906 -0.007 0.024 -0.025 0.001
N 0.690052 -1.920344 -1.447699 0.025 -0.079 -0.254 0.039
N 3.003394 -0.606347 -0.765144 0.023 -0.178 0.015 -0.001
C -1.270020 4.913838 0.294491 0.007 -0.011 0.008 -0.003
H 0.233713 0.444504 6.073572 -0.001 -0.005 0.003 0.000
C -1.283797 -5.911277 0.595563 0.071 -0.024 0.036 0.000
H -4.515372 2.617766 3.500731 0.001 0.006 -0.006 0.000
C -0.094534 -4.449952 2.089593 0.044 0.036 -0.031 -0.006
H -0.655469 4.770425 -1.758934 -0.002 -0.005 -0.004 -0.002
C -4.571362 3.249076 -0.470045 0.008 -0.028 -0.025 -0.007
H 5.613792 -0.038805 -1.682931 -0.009 0.005 -0.002 -0.001

=====

[3]
55
Properties=species:S:1:pos:R:3:forces:R:3:lowdin_charge:R:1 method="wB97M-V/def2-TZVPD" homo_energy_ev=-8.28 smiles="COc1ccc(OC)c(/C=C/C(=O)OCC(=O)Nc2cccc(Oc3ccccc3)c2)c1" lumo_ev=-0.28 spin_multiplicity=1
O -1.292021 -1.038999 -1.023232 -0.208 0.380 0.143 -0.097
H 0.121120 -2.185068 -1.857866 -0.092 -0.058 0.052 0.083
C 1.683287 -4.773088 -1.576221 -0.037 -0.071 -0.145 -0.108
H -3.134980 -2.960118 -0.514733 0.066 -0.068 -0.030 0.106
H -8.119082 -0.649310 1.740068 0.036 -0.087 -0.025 0.093
H 5.165494 -1.279813 2.239898 0.056 -0.099 0.048 0.118
H -2.974272 3.128421 0.553851 -0.060 0.035 0.068 0.117
C 2.483477 -3.004788 0.412955 -0.105 -0.315 -0.333 -0.257
O -1.121358 4.899517 0.189482 -0.073 -0.245 -0.087 0.118
C -5.101951 -0.436200 0.550193 0.181 -0.074 -0.060 -0.271
H 1.232227 4.301923 -2.263107 -0.012 -0.059 0.151 0.145
C -1.110876 3.785755 -0.271812 0.143 0.379 0.115 -0.470
H -0.804689 -3.012479 -0.590657 -0.017 0.038 -0.030 0.092
C 1.338931 -5.009389 -0.254872 0.004 -0.001 -0.016 -0.094
C 4.559074 -0.552348 1.724387 -0.166 -0.326 -0.039 -0.007
C 1.732993 -4.133095 0.737124 0.109 0.255 0.146 -0.011
O -6.317323 -0.107364 1.068536 0.150 0.228 -0.039 -0.084
C 2.832677 -2.767410 -0.912476 0.151 0.200 0.188 -0.021
C -4.686847 -1.725913 0.238987 -0.286 0.225 0.137 -0.007
C -7.237655 -1.139144 1.329832 -0.118 -0.130 0.033 -0.090
C -3.423895 -1.946170 -0.288912 0.321 -0.011 -0.136 -0.007
H 4.531824 2.693211 0.762349 0.007 0.030 -0.004 0.101
H 2.714264 -3.467296 -2.922365 0.027 0.023 -0.081 0.108
C -2.960210 0.423375 -0.205936 -0.359 -0.644 0.064 -0.128
C 2.430710 -3.653065 -1.896781 -0.019 -0.091 -0.007 -0.096
O 2.897394 -2.225344 1.454040 -0.042 -0.001 0.179 0.037
C -2.034700 1.506148 -0.453485 0.357 0.686 -0.003 0.011
O 3.328198 4.096040 -0.469305 0.136 0.175 -0.029 0.084
H 0.884113 5.103378 -0.711341 0.136 -0.237 -0.115 0.135
C 2.950092 1.297105 0.408786 0.382 -0.180 0.158 -0.198
H 1.377494 -5.461172 -2.349271 -0.027 -0.067 -0.073 0.101
C -4.229509 0.623310 0.323416 0.055 -0.228 -0.061 0.066
H 5.945391 1.054298 1.941345 0.082 0.033 0.037 0.108
C -2.550880 -0.894811 -0.519120 -0.148 0.163 0.096 -0.221
H -5.331920 -2.574851 0.399079 -0.089 -0.050 0.028 0.105
N 2.085566 2.189023 -0.228764 -0.467 -0.381 -0.042 0.149
O -0.103310 3.321827 -1.058651 -0.024 -0.185 -0.202 -0.039
H 1.482226 -4.307512 1.771816 -0.030 -0.011 0.120 0.119
C 2.514717 -0.016107 0.567613 0.037 -0.163 0.125 0.051
H -7.514771 -1.673116 0.415024 0.021 0.006 0.031 0.095
H 1.162118 1.825050 -0.434938 0.188 0.184 0.057 0.135
C -0.872818 -2.318521 -1.433782 0.155 -0.290 -0.090 -0.073
H -4.571418 1.617221 0.558408 -0.061 0.166 0.034 0.124
C 4.983625 0.752977 1.555772 -0.144 -0.087 -0.050 -0.063
C -2.142666 2.775729 -0.036041 -0.149 -0.515 -0.062 0.032
C 3.323126 -0.937053 1.219197 0.198 0.539 -0.034 -0.267
H 1.545810 -0.321072 0.195439 -0.116 -0.039 -0.039 0.128
H 3.430727 -1.904068 -1.165470 0.022 0.036 -0.022 0.120
H -1.163356 1.222184 -1.027089 0.036 0.097 -0.013 0.116
C 1.048767 4.134562 -1.197061 0.320 0.584 0.064 -0.056
H 0.762101 -5.884552 0.005596 -0.045 -0.069 0.036 0.105
C 4.196333 1.679187 0.896991 0.055 0.230 -0.027 -0.009
C 2.293757 3.481125 -0.581979 -0.516 0.066 -0.198 -0.428
H -6.846441 -1.851299 2.063640 -0.006 0.013 -0.035 0.096
H -1.537677 -2.732506 -2.197476 -0.014 0.010 0.018 0.103

=====

One value per record, in order, for ΔE to the lowest compared entry with this formula, charge and spin: 44.03 33.33 57.94 kcal per mole.